1.
31
Properties=species:S:1:pos:R:3:forces:R:3 method="wB97M-V/def2-TZVPD" smiles="Cc1c[nH]c2ccccc12.CCC(N)=O" gap_ev=8.69 charge=0 e_lumo_ev=0.75 de_lowest_kcal_mol=27.8
C 1.56894 2.06179 -2.46808 0.4 2.2 1.0
C 2.22826 -1.33139 -1.32152 1.9 -0.4 0.7
C 1.43531 -0.18139 -1.22304 -0.8 -1.1 -1.6
C 2.20475 0.94687 -1.71216 -0.4 -1.0 0.1
C 3.47496 0.46412 -1.79512 0.2 0.1 -1.7
C 0.54791 -2.81110 -0.60565 1.3 -0.2 0.5
C 1.88915 -2.63216 -0.93115 -0.9 0.9 0.0
C -0.31253 -1.71003 -0.60634 -0.8 -0.8 -0.7
C 0.07821 -0.46199 -1.02091 -0.1 0.8 1.1
N 3.49280 -0.92227 -1.75706 0.0 0.7 1.3
H 0.25203 -3.79195 -0.25875 -0.4 0.1 0.0
H 2.64996 -3.39210 -0.82285 -0.1 -0.2 -0.3
H -1.35991 -1.89411 -0.39540 0.0 0.1 0.1
H -0.67340 0.31112 -0.98247 0.0 0.3 -0.2
H 4.35963 -1.37599 -1.51191 -0.2 -0.4 0.0
H 4.34999 0.93794 -2.21721 0.0 0.2 0.1
H 1.76741 3.06135 -2.04162 0.1 -0.2 0.2
H 0.48313 2.04789 -2.45618 -0.1 -0.5 -0.2
H 1.95581 2.19814 -3.47278 -0.1 -0.6 -0.3
C -3.42703 1.65522 1.72254 -1.4 -1.0 0.4
C -3.52035 2.93179 2.55298 -0.1 0.6 -0.2
C -2.82282 0.39532 2.31400 0.8 0.5 0.9
O -3.41014 -0.66270 2.35777 -0.1 -0.1 -0.6
N -1.57892 0.51493 2.87678 1.0 0.0 0.1
H -4.44447 1.29451 1.61324 -0.3 0.1 -0.4
H -3.05509 1.78661 0.71493 0.3 0.2 -0.1
H -2.93216 3.73850 2.12051 0.4 0.0 0.3
H -3.32255 2.81873 3.61845 0.4 -0.1 -0.1
H -0.95828 -0.27771 2.91109 -0.5 -0.4 0.2
H -1.06350 1.36729 3.01503 -0.5 0.4 -0.5
H -4.53995 3.32249 2.51500 0.0 -0.2 -0.1

***

2.
36
Properties=species:S:1:pos:R:3:forces:R:3 method="wB97M-V/def2-TZVPD" gap_ev=9.93 charge=+1 e_lumo_ev=-3.37
C 1.21635 -1.45129 -2.23380 -0.2 0.0 0.4
C 2.06200 -0.78075 -1.08431 0.5 -1.4 2.2
N 2.18253 -1.55865 0.12076 2.0 5.9 -2.1
C 2.99665 -0.65957 0.91125 -1.6 -1.6 -2.4
N 3.33281 -1.09301 2.13388 0.7 3.2 -0.6
O 2.99520 -2.30044 2.63187 -0.2 -1.0 0.1
N 3.31160 0.55872 0.24528 -0.2 -2.2 2.7
C 4.10995 1.68742 0.79978 1.5 0.7 -0.7
N 2.74868 0.45179 -1.00457 -2.1 -3.2 -0.8
H 1.85103 -2.11809 -2.91469 -0.7 1.3 0.9
H 0.57550 -0.71540 -2.80879 1.1 -0.8 0.6
H 0.48979 -2.17144 -1.71736 1.1 1.2 -0.5
H 3.90514 -0.48037 2.72978 -0.6 -0.9 0.0
H 2.03640 -2.48091 2.52419 0.4 0.6 -0.1
H 3.64952 2.70523 0.60043 0.2 -1.5 0.3
H 4.32138 1.56509 1.91153 -0.8 0.0 -1.5
H 5.14124 1.68532 0.29614 -1.5 0.0 0.7
H 2.79732 1.12826 -1.77230 0.2 -0.1 0.9
C -2.91518 0.74526 -1.47980 0.2 0.3 -0.7
C -3.93076 -0.33631 -1.05036 0.7 -0.4 -0.2
C -4.84853 0.01806 0.12198 -1.0 -0.1 0.3
F -4.17201 0.25323 1.26054 0.3 0.0 -0.1
F -5.68810 -1.01272 0.38405 0.2 0.0 -0.3
F -3.26513 -1.49250 -0.81269 -0.1 0.1 0.2
F -4.72518 -0.57662 -2.13142 -0.1 0.4 0.2
O -1.57097 0.61880 -0.98501 -0.2 -0.1 1.4
C -1.27934 1.15353 0.28663 -1.0 0.5 -1.6
C -0.85508 0.07710 1.29024 0.1 -0.6 0.5
F -1.81261 -0.85408 1.45646 0.1 0.2 -0.3
F -0.62104 0.61778 2.51052 0.1 0.3 -0.3
F -2.31449 1.89080 0.71527 0.4 -0.1 0.4
F -0.25403 2.02093 0.10194 0.4 -0.3 0.2
H -2.80472 0.63579 -2.56197 0.0 -0.2 0.2
H -3.30276 1.75737 -1.34420 0.0 -0.2 0.3
H -5.46109 0.89448 -0.10917 0.1 0.0 -0.1
H 0.05318 -0.42823 0.95211 0.0 0.1 -0.2

***

3.
122
Properties=species:S:1:pos:R:3:forces:R:3 method="wB97M-V/def2-TZVPD" multiplicity=6 gap_ev="4.20 / 5.39" charge=-2 e_lumo_ev="3.69 / 3.68" de_lowest_kcal_mol=17.4
Ru -0.15203 0.03552 0.63293 -0.6 0.2 -0.5
C -0.51673 1.55172 4.08386 -0.1 -0.2 -0.1
P 0.02723 0.14024 3.05411 0.3 -0.1 0.4
C 1.80410 0.13209 3.51620 0.2 0.0 0.1
N 2.13164 0.15091 4.82986 -0.1 -0.1 0.0
C 3.46348 0.12173 5.12821 -0.1 0.0 -0.1
C 3.88283 0.03196 6.46718 0.1 0.0 0.0
C 5.23305 -0.01803 6.79517 -0.1 0.0 0.0
C 6.19734 0.03788 5.79208 0.0 0.0 -0.1
C 5.81124 0.13227 4.45958 0.0 0.0 0.1
C 4.45449 0.16546 4.09850 -0.1 0.0 0.0
N 4.09500 0.24978 2.78255 0.0 0.0 0.0
C 2.76765 0.21469 2.51896 0.1 -0.1 0.2
P 2.26391 0.39263 0.77566 0.7 0.3 0.3
C 3.51075 -0.71690 0.02681 -0.4 -0.1 -0.1
C 2.97287 2.08500 0.30120 -0.3 0.1 -0.1
C 2.76385 3.06445 1.45898 0.1 -0.1 0.1
C 4.46812 2.02689 -0.01257 0.1 0.0 0.0
C 2.19992 2.54615 -0.94548 0.1 -0.1 0.0
C -0.75208 -1.33826 3.99023 0.1 -0.1 -0.2
C -0.65565 -2.54225 3.04800 0.0 0.1 0.2
C -2.22394 -1.04403 4.28463 0.0 0.2 0.0
C -0.08973 -1.70533 5.32101 0.0 0.0 0.0
H -0.40627 1.29886 5.13853 0.0 0.0 0.0
H -1.54309 1.82448 3.84396 0.0 0.0 0.0
H 0.12033 2.39709 3.84136 0.0 0.1 0.0
H 3.12000 -0.00961 7.23783 0.0 0.0 -0.1
H 5.53343 -0.09669 7.83480 0.0 0.0 0.0
H 7.25094 0.00571 6.04973 0.0 0.0 0.0
H 6.54959 0.17896 3.66736 0.0 0.0 0.0
H 4.45304 -0.54585 0.53853 0.1 0.0 0.0
H 3.59977 -0.54135 -1.04466 0.0 0.0 0.0
H 3.17293 -1.73010 0.20402 0.0 -0.2 0.0
H 3.38723 2.78766 2.31417 0.0 0.0 -0.1
H 1.72191 3.09419 1.77972 0.0 0.0 0.0
H 3.04332 4.07376 1.13536 0.0 0.0 0.0
H 5.02480 1.60967 0.82944 0.0 0.0 0.0
H 4.82304 3.04919 -0.18978 0.0 0.0 0.0
H 4.68229 1.43751 -0.90937 0.0 0.1 0.1
H 1.12923 2.58002 -0.74758 -0.1 0.1 0.0
H 2.36116 1.85293 -1.78286 0.0 0.1 0.1
H 2.52737 3.54684 -1.25060 0.0 -0.1 0.0
H -1.07341 -2.29669 2.06934 -0.1 0.0 0.0
H -1.19993 -3.40064 3.46925 0.0 0.1 0.0
H 0.38794 -2.82623 2.89905 0.0 0.0 0.0
H -2.79016 -0.77932 3.39568 0.0 0.0 0.0
H -2.32733 -0.22517 5.00133 0.0 -0.1 0.0
H -2.68095 -1.93949 4.72255 0.0 0.0 0.0
H 0.88907 -2.16172 5.18058 0.0 0.1 0.0
H -0.74077 -2.42554 5.83815 0.1 0.0 -0.1
H 0.04810 -0.83879 5.96351 0.0 0.0 0.0
C -0.37859 -0.34761 -1.34433 0.1 -0.2 0.1
Ge -1.34487 -1.24816 -2.73030 -0.3 -0.2 -0.6
C -1.09476 -0.35263 -4.49263 0.1 -0.1 0.0
C 0.00090 0.47751 -4.73267 0.0 0.0 0.1
C 0.32537 0.88794 -6.02325 0.0 0.0 0.0
C -0.45482 0.48355 -7.09864 -0.1 0.0 0.1
C -1.56911 -0.32182 -6.87507 0.1 0.0 0.1
C -1.87670 -0.73894 -5.58618 0.1 0.0 0.0
C -3.33642 -1.40896 -2.58357 0.1 0.2 0.4
C -4.17254 -0.49024 -3.22022 0.0 -0.1 -0.1
C -5.54609 -0.48279 -2.99874 0.0 0.0 -0.1
C -6.11576 -1.39299 -2.12131 0.1 -0.1 0.0
C -5.30067 -2.30087 -1.45411 0.0 0.1 -0.1
C -3.93166 -2.29988 -1.68266 0.0 0.1 0.0
C -0.90303 -3.11685 -3.42655 0.3 0.1 0.2
C -1.55219 -4.28304 -3.01051 0.0 0.0 0.0
C -1.18123 -5.54110 -3.47857 0.0 0.0 0.0
C -0.14712 -5.66737 -4.39825 0.0 0.1 0.0
C 0.49181 -4.52100 -4.85594 -0.2 0.0 -0.1
C 0.11718 -3.27175 -4.37354 -0.4 0.0 -0.1
H 0.61311 0.79499 -3.89081 0.0 0.0 -0.1
H 1.19390 1.51622 -6.18951 0.0 0.0 0.0
H -0.19735 0.78922 -8.10563 0.0 0.0 0.0
H -2.18649 -0.63497 -7.70944 0.0 0.0 0.0
H -2.72743 -1.39840 -5.42568 0.1 0.1 0.0
H -3.74200 0.24373 -3.89471 -0.1 0.0 0.1
H -6.16846 0.25344 -3.49514 0.0 0.0 0.0
H -7.18473 -1.38789 -1.94577 0.0 0.0 0.0
H -5.72840 -2.98528 -0.73065 0.0 0.0 0.0
H -3.30868 -2.98015 -1.10898 -0.1 0.1 0.0
H -2.38673 -4.21492 -2.32225 0.1 -0.1 0.0
H -1.70390 -6.42546 -3.12935 0.0 0.0 0.0
H 0.14183 -6.64315 -4.76899 0.0 0.0 0.0
H 1.28232 -4.60074 -5.59436 0.0 0.0 0.0
H 0.62907 -2.39055 -4.74773 0.0 0.0 0.0
Cl -4.35265 1.39967 2.66822 0.1 0.0 0.1
C -4.04449 1.85802 1.00363 0.0 0.0 -0.1
C -4.76656 2.94688 0.53077 0.0 0.0 0.0
C -4.60975 3.36528 -0.77597 0.0 0.0 0.0
C -3.72295 2.67745 -1.59568 0.0 0.0 0.0
C -3.00804 1.60820 -1.10028 0.0 0.1 0.1
C -3.12923 1.15048 0.22218 0.0 0.0 -0.1
C -2.34683 -0.04050 0.66855 0.1 0.3 0.2
H -5.43503 3.46964 1.20244 0.0 0.0 0.0
H -5.16343 4.22041 -1.14473 0.0 0.0 0.0
H -3.57049 3.00108 -2.62027 0.0 0.0 0.0
H -2.27517 1.11358 -1.72373 0.0 0.1 0.0
H -2.55069 -0.81798 -0.04910 -0.1 -0.4 -0.3
H -2.70927 -0.39147 1.62685 -0.1 0.1 0.1
Se -0.75102 3.45910 1.17613 -0.3 0.0 0.0
C -0.05865 5.06050 0.46632 -0.1 -0.1 0.0
C 0.46557 6.07724 1.28249 0.1 0.1 -0.1
C 0.88824 7.26941 0.71833 0.0 -0.1 -0.2
N 0.85427 7.54540 -0.59301 0.0 -0.1 0.1
C 0.38199 6.56350 -1.37333 0.0 0.0 0.1
C -0.07091 5.33935 -0.91102 0.1 0.1 0.0
H 0.53429 5.91908 2.35277 0.0 0.0 0.0
H 1.28194 8.06336 1.35120 0.0 -0.1 0.0
H 0.36648 6.78581 -2.43960 0.0 -0.1 0.1
H -0.44415 4.58898 -1.60008 0.0 0.1 0.0
C 2.11670 -3.20919 -2.09833 0.1 -0.1 0.2
N 1.52611 -4.13758 -1.13970 -0.2 0.2 -0.1
C 0.87476 -3.68685 -0.02347 0.0 0.3 0.2
N 0.17050 -4.66747 0.66589 0.0 0.0 -0.1
O 0.94759 -2.54347 0.40779 0.2 -0.6 -0.3
H 1.93488 -3.57457 -3.10631 0.2 0.0 0.3
H 3.19038 -3.12003 -1.94730 0.1 0.1 0.1
H 1.65368 -2.22934 -1.98414 0.0 0.1 0.0
H 1.22488 -5.02524 -1.50660 0.0 0.0 0.0
H -0.25684 -5.39338 0.11530 0.0 0.0 0.0
H -0.42271 -4.27877 1.38279 0.0 0.0 0.0

***

no.,energy (Ha),molecular weight (u)
1,-651.5993,204.27
2,-1518.8196,361.21
3,-8043.9072,1108.11